# C5H17NO4

A cluster of 4 separate species, C5H17NO4 in total in a non-equilibrium geometry (ωB97M-V/def2-TZVPD, the Open Molecules 2025 dataset).

XYZ file:
```
27
C5H17NO4 | the Open Molecules 2025 dataset | ωB97M-V/def2-TZVPD
O 0.85 0.19 2.01
O 2.34 0.07 -2.53
O 2.27 -1.42 -0.19
O 1.18 -4.00 -0.27
N -0.22 0.59 0.07
C -0.15 -0.01 1.35
C 0.65 1.82 -0.01
C -1.44 0.83 -0.74
C -2.55 1.66 -0.15
C -1.16 -0.92 1.92
H -1.23 -1.94 1.48
H 0.94 1.95 -1.04
H -2.33 2.39 0.67
H 0.11 2.73 0.30
H 2.57 -0.72 -2.06
H 2.97 -0.81 0.05
H -3.38 1.05 0.17
H -2.15 -0.48 1.76
H -1.02 1.40 -1.58
H 1.51 -0.81 -0.08
H -0.93 -0.90 3.00
H -3.12 2.19 -0.94
H 1.78 -3.30 -0.46
H -1.72 -0.20 -1.15
H 1.55 1.58 0.57
H 0.27 -3.74 -0.19
H 2.41 0.83 -1.95
```

Calculated values
orbital gap = 0.3846 Ha
molecular weight = 155.2 g/mol
relative energy (zero: lowest compared OMol25 entry of this formula, charge and spin) = 26.31 kcal/mol
lowest unoccupied orbital energy = 0.01882 Eh